Record 1
Computed, not measured: 9 unconnected molecules or ions with the total composition C32H52F4O27 at a distorted geometry, with ωB97M-V/def2-TZVPD.

For the frontier orbital gap, the calculation gives 10.484 eV. The SMILES is O=C1OC[C@@H](F)O1.O=C1OC[C@@H](F)O1.O=C1OC[C@@H](F)O1.O=C1OC[C@@H](F)O1.CCOC(=O)OC.CCOC(=O)OC.CCOC(=O)OC.CCOC(=O)OC.CCOC(=O)OC. Its maximum force is 0.059 hartree/bohr. The HOMO energy is -10.316 eV.

CARTESIAN COORDINATES (ANGSTROEM)
F  1.29936  0.88705  -4.72589
F  -1.86435  -2.02942  2.92400
F  -1.83843  5.55606  -4.96739
F  1.38900  -0.73335  -0.80067
O  -1.23601  -4.50605  -0.17077
O  -4.90734  1.16449  -2.59149
O  -2.73529  -3.06838  4.73671
O  2.67566  -1.39913  -3.44526
O  -1.93457  1.41998  -1.96661
O  -1.70948  -3.16448  6.79770
O  -1.38967  3.26864  3.74500
O  -5.14818  0.16735  -0.77006
O  -0.01850  1.10653  -0.78006
O  4.40454  -2.39418  1.97683
O  -2.90915  -4.84205  1.14673
O  -2.21299  -1.22188  5.84766
O  4.52276  -1.47835  -4.73471
O  7.37211  1.64908  -3.13247
O  5.15234  1.45789  -3.47249
O  -5.19619  2.48076  -0.79198
O  3.49674  -0.35017  1.73513
O  2.05873  5.36896  -2.95452
O  -0.89861  -5.60513  1.76035
O  -1.62135  2.13293  1.87677
O  6.43328  1.49685  -5.17761
O  2.57390  -0.76761  -5.56834
O  0.24683  5.68480  -4.23363
O  -0.29866  1.33847  3.47264
O  0.31944  3.92746  -2.90257
O  2.97758  -1.73712  3.43500
O  -1.59368  -0.39504  -0.69830
C  1.32088  -0.45833  -5.01470
C  -2.90252  -2.02533  3.82612
C  -1.78402  2.79953  6.15678
C  -4.96330  -1.46723  0.93679
C  -1.04364  2.18661  3.06366
C  0.98191  5.02159  -3.28917
C  -5.13937  0.03892  0.64581
C  -1.60915  -5.04779  0.97154
C  -0.82534  3.74613  -3.74500
C  4.78254  1.55116  -2.10653
C  -4.69301  2.23981  -3.49404
C  -1.27352  0.77692  -1.21684
C  0.13920  -4.68453  -0.52914
C  -2.19733  3.28276  1.24022
C  1.16594  -1.51251  5.05153
C  3.38205  -1.19609  -4.57319
C  3.32235  1.85652  -1.88312
C  6.41394  1.53201  -3.85012
C  3.58649  -1.41193  2.32358
C  1.26005  -1.27320  -3.74742
C  5.31752  -2.17507  0.90709
C  -0.68903  4.83915  -4.80312
C  0.60233  0.05247  -0.01672
C  -2.15899  -2.57111  5.88750
C  -0.87337  3.40720  5.08181
C  1.79260  -0.99562  3.77030
C  -2.88359  -0.77466  4.69284
C  0.26598  -4.15816  -1.96474
C  -5.13882  1.39955  -1.31077
C  7.69849  1.43069  -5.80170
C  -0.66482  -0.70688  0.30447
C  -3.53494  -5.31475  2.31028
H  -1.88642  1.75012  5.89348
H  -4.72758  1.87613  -4.51443
H  -3.68505  -6.39882  2.37072
H  -6.08289  0.36589  1.08075
H  8.18682  0.47292  -5.61547
H  -0.66663  2.77359  -4.21875
H  -2.96636  -5.03191  3.19667
H  1.10961  -4.68511  -2.41200
H  0.75476  -0.79606  -2.92162
H  -1.42394  3.05951  7.14749
H  1.17243  0.38144  0.84890
H  0.12948  2.98516  5.10720
H  -1.15191  -0.45472  1.25439
H  0.87635  -2.25206  -4.03074
H  -0.65999  -4.38803  -2.48426
H  -1.96635  4.28853  1.56707
H  -0.35870  4.40050  -5.74599
H  2.06452  0.04364  3.94303
H  -0.77835  4.48556  5.19847
H  -3.26314  3.04206  1.22229
H  -3.85257  -2.14942  3.30434
H  5.35265  2.35878  -1.63584
H  -5.61764  -1.78229  1.75380
H  1.74353  -1.06164  5.85522
H  2.95373  1.90325  -0.85974
H  0.82042  -4.23618  0.19630
H  0.48110  -3.09301  -1.96160
H  2.76068  1.05999  -2.37988
H  8.34077  2.21936  -5.40116
H  -2.74672  3.30911  6.07336
H  -3.75594  2.74118  -3.26303
H  -3.97240  -1.65535  1.35508
H  -5.50912  2.93959  -3.29967
H  0.17024  -1.07062  4.98463
H  -2.30445  -0.01872  4.16268
H  -3.91308  -0.48215  4.90333
H  4.74743  -1.86368  0.03499
H  1.04293  -2.59151  5.10165
H  0.52193  -0.62199  -5.73567
H  5.08486  0.60263  -1.65332
H  -5.14873  -2.05070  0.04063
H  0.38196  -5.74999  -0.50487
H  -4.56722  -4.96718  2.29774
H  6.01108  -1.36893  1.16931
H  3.09524  2.85461  -2.26684
H  5.99556  -3.01138  0.76993
H  7.58455  1.59406  -6.86929
H  1.06370  -1.07702  2.96246
H  -1.77274  3.60535  -3.23366
H  -0.50735  -1.76279  0.54369
H  -1.95117  3.16954  0.18207
H  -4.27727  0.53602  1.09242

Atom charges from the Mulliken analysis, given in e for atoms 1 to 2: atom 1 (F): -0.224, atom 2 (F): -0.133



Record 2
Computed, not measured: 4 unconnected molecules or ions with the total composition C20H43F3N2O13S at a distorted geometry, with ωB97M-V/def2-TZVPD.

For the frontier orbital gap, the calculation gives 8.695 eV. The SMILES is O=C(F)N(NS(=O)(=O)F)C(=O)F.COCCOCCOC.COCCOCCOC.COCCOCCOC. Its maximum force is 0.084 hartree/bohr. The HOMO energy is -8.930 eV.

CARTESIAN COORDINATES (ANGSTROEM)
S  6.00806  -0.14558  -1.97972
F  10.50765  0.88161  -2.60524
F  5.77357  -1.59176  -2.62822
F  9.45608  -2.33624  -2.75227
O  -2.66792  2.87719  5.55420
O  -2.08380  0.07222  -2.95628
O  5.93038  0.88889  -2.94785
O  1.45034  -2.39778  -0.95682
O  3.27208  -4.44673  0.33082
O  4.96647  0.06912  -1.03285
O  -3.41382  2.53071  -4.40524
O  -1.38789  2.91158  -2.15207
O  -5.22266  1.35247  4.86507
O  9.50345  -2.00839  -0.64379
O  -3.64448  2.98750  2.68523
O  9.43403  1.45849  -0.82888
O  0.32300  -5.17059  0.00357
N  8.57877  -0.32360  -1.93435
N  7.46269  -0.08558  -1.12331
C  2.68583  -2.85475  -1.48651
C  9.54067  0.74784  -1.72282
C  -2.31827  2.01393  4.47965
C  -5.35584  -0.00977  5.21204
C  9.19624  -1.59688  -1.67187
C  -1.16516  2.87709  -3.55772
C  -2.40491  2.07579  -1.61260
C  -2.30424  3.41403  -4.40807
C  -0.99212  -0.79080  -3.21046
C  -4.66577  3.18140  -4.35586
C  -2.32837  2.65178  3.10140
C  -4.02104  3.30754  5.65735
C  -0.04930  -6.38412  -0.61523
C  -5.02716  2.21399  5.97466
C  2.98911  -4.27814  -1.05297
C  2.20385  -4.28740  1.25896
C  1.51148  -1.08792  -0.42681
C  -3.74621  4.27327  2.10651
C  -2.10397  0.58771  -1.63373
C  1.10790  -5.33638  1.17315
H  -2.49163  2.37141  -0.56232
H  -3.40626  4.24813  1.06596
H  0.77604  -7.10333  -0.62163
H  -4.79448  4.57011  2.12677
H  -1.19621  -1.78667  -2.80563
H  -0.87113  1.87782  -3.87985
H  2.66570  -4.37489  2.24536
H  2.42138  -0.93079  0.16064
H  -2.58607  4.40917  -4.04615
H  1.55969  -6.33386  1.21200
H  -1.15263  0.40460  -1.12287
H  2.60136  -2.82582  -2.58026
H  -2.89734  0.06033  -1.08990
H  7.38727  -0.73892  -0.33572
H  -4.65327  4.02785  -3.66161
H  -5.40371  2.46263  -3.99951
H  -1.93020  1.93042  2.37690
H  -6.37992  -0.21921  5.53823
H  -0.86805  -0.86636  -4.29069
H  -1.67774  3.53261  3.10613
H  -4.31817  3.87008  4.77191
H  0.65408  -0.95151  0.23280
H  -5.13937  -0.60479  4.32474
H  1.45862  -0.35130  -1.23405
H  -4.03372  4.01670  6.48847
H  -0.29801  3.52014  -3.72650
H  -0.91873  -6.81628  -0.10905
H  -4.64714  -0.29756  5.99526
H  -0.06222  -0.40004  -2.78803
H  -4.68923  1.65811  6.85632
H  3.51075  -2.20304  -1.18751
H  3.90273  -4.58462  -1.57154
H  -3.37219  2.29951  -2.06328
H  1.78931  -3.28050  1.20452
H  -3.17153  5.01621  2.66930
H  -5.99395  2.67942  6.20575
H  -2.91137  1.09936  4.50440
H  -0.31554  -6.16558  -1.64942
H  -1.28842  1.70650  4.68365
H  -4.95578  3.52130  -5.35565
H  0.44100  -5.22214  2.03738
H  2.21530  -4.97278  -1.38081
H  -1.95792  3.50584  -5.44559

Atom charges from the Mulliken analysis, given in e for atoms 1 to 2: atom 1 (S): 1.305, atom 2 (F): -0.204



Record 3
Computed, not measured: C25H31N5O4 in the gas phase, with ωB97M-V/def2-TZVPD.

For the frontier orbital gap, the calculation gives 8.306 eV. The SMILES is CC(=O)Nc1ccc(NC(=O)[C@@H](NC(=O)N2C[C@H]3C[C@@H](C2)c2cccc(=O)n2C3)C(C)C)cc1. Its maximum force is 0.017 hartree/bohr. The HOMO energy is -7.940 eV.

CARTESIAN COORDINATES (ANGSTROEM)
O  -7.51362  -2.35406  -0.22944
O  5.91231  0.77439  0.83547
O  1.39979  -0.22629  2.52611
O  -1.60445  3.10755  0.42156
N  4.46851  -0.64749  -0.18256
N  0.76826  0.47034  0.46128
N  -1.86420  0.84918  0.62123
N  1.73303  -1.62432  0.78755
N  -7.30503  -0.08211  -0.24102
C  2.48566  -2.54442  1.60996
C  -3.71019  -0.65760  0.41380
C  2.58857  2.88407  1.08065
C  -5.04649  -0.92786  0.20238
C  1.28513  2.97988  -1.07105
C  4.21673  1.10401  -2.29227
C  3.73648  -3.33630  -0.40545
C  5.19496  0.56088  -0.12666
C  0.33566  1.76568  0.94802
C  3.69627  -0.98883  -1.23689
C  4.70835  -1.50775  0.96768
C  1.33318  -0.43222  1.32977
C  2.96153  -2.30076  -1.21382
C  -1.14981  2.00323  0.62327
C  5.01058  1.43994  -1.24570
C  -5.93720  0.11743  -0.02553
C  1.57692  -2.08685  -0.56523
C  3.87737  -2.78566  1.01052
C  -8.00266  -1.25216  -0.32560
C  1.19973  2.93871  0.45424
C  -3.22962  0.65011  0.40219
C  -9.48274  -1.01829  -0.55797
C  3.54520  -0.13297  -2.29322
C  -5.45639  1.42532  -0.03559
C  -4.11961  1.69549  0.17343
H  -9.98673  -1.97724  -0.63256
H  -5.40649  -1.94244  0.21281
H  2.52381  2.91692  2.16512
H  -3.02632  -1.47488  0.59569
H  2.81469  -2.64280  -2.24213
H  1.87382  2.15020  -1.46088
H  5.77765  -1.75067  0.96292
H  5.54716  2.37380  -1.20726
H  -6.13991  2.24501  -0.20825
H  -7.83497  0.77144  -0.35302
H  3.18961  3.72499  0.74470
H  1.77075  3.90042  -1.38453
H  1.04783  -3.05003  -0.54450
H  0.28983  2.95495  -1.50889
H  4.39800  -3.50454  1.64900
H  3.10498  1.96814  0.80149
H  4.71938  -3.50446  -0.85006
H  0.68870  3.84656  0.78824
H  -1.33555  0.01037  0.82676
H  -3.75905  2.70998  0.16393
H  4.09511  1.77323  -3.13128
H  2.92323  -0.41752  -3.12661
H  0.41227  1.71371  2.04371
H  -9.63774  -0.45991  -1.47891
H  3.19836  -4.28581  -0.39724
H  -9.90762  -0.45553  0.27081
H  2.55857  -2.11013  2.60813
H  0.98070  -1.39373  -1.15807
H  4.53220  -0.90057  1.86249
H  1.02847  0.44836  -0.51076
H  1.94705  -3.49810  1.67804

Atom charges from the Mulliken analysis, given in e for atoms 1 to 2: atom 1 (O): -0.617, atom 2 (O): -0.701



Record 4
Computed, not measured: C5H8N2 in the gas phase at a distorted geometry, with ωB97M-V/def2-TZVPD.

For the frontier orbital gap, the calculation gives 10.546 eV. The SMILES is C[C@@]1(CC#N)CN1. Its maximum force is 0.071 hartree/bohr. The HOMO energy is -9.806 eV.

CARTESIAN COORDINATES (ANGSTROEM)
N  -1.04760  -1.24748  -0.74355
N  2.31559  1.84353  0.46430
C  -0.87518  1.15834  0.11370
C  1.28809  -0.19999  -0.61274
C  -0.67690  -1.36008  0.66181
C  -0.21357  -0.20060  -0.12931
C  1.96220  1.00428  -0.25841
H  0.03438  -2.15175  0.87396
H  -1.81324  1.04130  0.67516
H  -1.42205  -1.17785  1.43224
H  2.38839  -0.43554  -0.04449
H  1.41562  -0.82987  -1.48489
H  -0.22143  1.80907  0.69866
H  -1.11541  1.68485  -0.82029
H  -2.01890  -0.93824  -0.82615

Atom charges from the Mulliken analysis, given in e for atoms 1 to 2: atom 1 (N): -0.707, atom 2 (N): -0.530



Question: Look up the HOMO energy of the fourth one.
Answer: -9.806 eV